This record from the Open Molecules 2025 dataset describes a 2-piece molecular cluster, C4H7NO2 overall. The level of theory is wB97M-V/def2-TZVPD.

```
14
Properties=species:S:1:pos:R:3:forces:R:3:nbo_charge:R:1
C -1.545 1.654 0.043 -0.18 0.27 -0.76 -0.413
N -0.879 0.423 0.435 -1.16 -2.00 0.94 -0.633
C 0.019 -0.413 -0.442 -1.63 3.99 1.32 -0.372
C 0.912 0.558 -0.534 3.61 -0.64 -2.59 0.739
O 1.847 1.238 -0.752 -1.85 -0.58 1.20 -0.451
H -2.272 1.580 -0.783 0.15 -0.19 0.12 0.176
H -2.057 2.108 0.896 0.08 -0.39 0.05 0.211
H -0.802 2.392 -0.248 0.16 0.09 -0.16 0.193
H -1.536 -0.204 0.906 0.50 0.44 0.14 0.376
H -0.283 -1.118 -1.181 -0.08 -0.30 -0.40 0.258
C 1.605 -1.995 0.389 0.49 -1.70 0.10 0.258
O 1.490 -2.750 -0.558 0.05 0.35 0.49 -0.570
H 2.512 -1.396 0.522 0.05 0.54 -0.16 0.116
H 0.990 -2.078 1.307 -0.19 0.11 -0.30 0.113
```
Forces are in eV/Å.

Its structure (SMILES) is CNC=C=O.C=O. The value obtained for the HOMO energy is -8.763 eV. As for the multiplicity: 1. The value obtained for the HOMO-LUMO gap is 9.25 eV. The charge is 0. The energy above the lowest of the compared OMol25 structures with the same formula, charge and spin is 104.8 kcal/mol. The lowest unoccupied orbital energy is 0.5 eV.

This record from the Open Molecules 2025 dataset describes a 2-piece molecular cluster, C4H7NO2 overall. The level of theory is wB97M-V/def2-TZVPD.

```
14
Properties=species:S:1:pos:R:3:forces:R:3:nbo_charge:R:1
O 0.161 0.589 -2.276 0.03 -0.11 -0.29 -0.693
C 0.655 -0.008 -1.100 0.37 -0.16 0.06 0.021
C 0.486 0.972 0.080 -0.19 0.32 -0.38 -0.136
N -0.546 0.155 0.502 -0.68 0.37 1.08 -0.373
C -0.359 -0.858 -0.344 -0.08 -0.48 -0.50 -0.071
C -1.443 0.318 1.592 0.13 -0.10 -0.18 0.564
O -2.247 -0.513 1.891 0.15 0.15 -0.05 -0.493
H -0.007 -0.124 -2.904 0.00 0.19 0.00 0.473
H 1.648 -0.451 -1.239 -0.19 0.08 0.02 0.191
H 1.727 -0.390 1.019 0.12 -0.38 0.10 0.002
H 0.337 2.045 -0.007 0.04 -0.07 -0.02 0.197
H 1.593 -1.143 0.944 0.19 0.13 0.14 -0.041
H -0.699 -1.881 -0.251 0.10 0.16 0.02 0.225
H -1.306 1.289 2.093 0.00 -0.10 -0.02 0.136
```
Forces are in eV/Å.

The value obtained for the HOMO energy (spin up / spin down) is -8.040 / -7.707 eV. As for the multiplicity: 1. The value obtained for the HOMO-LUMO gap (spin up / spin down) is 7.66 / 7.24 eV. The charge is 0. The energy above the lowest of the compared OMol25 structures with the same formula, charge and spin is 137.3 kcal/mol. The lowest unoccupied orbital energy (spin up / spin down) is -0.4 / -0.5 eV.

What is the energy above the lowest of the compared OMol25 structures with the same formula, charge and spin in the first record?
104.8 kcal/mol

What is the charge in the second record?
0

Which of these has the highest energy above the lowest of the compared OMol25 structures with the same formula, charge and spin?
number 2